No. 1
# C6H11Br3NO2

A molecular structure, C6H11Br3NO2 at a distorted geometry (wB97M-V/def2-TZVPD, the OMol25 dataset).

Each line ends with the natural charge from an NBO analysis.
Element x y z (Å)
C  0.506  1.744  -0.393  0.53
C  -0.230  2.550  0.531  -0.75
C  -1.896  -2.144  -0.061  -0.62
C  -1.488  -0.669  -0.249  -0.23
C  0.834  0.304  0.135  0.23
C  2.305  -0.057  -0.141  -0.32
N  -0.076  -0.699  -0.662  -0.55
O  0.941  2.137  -1.471  -0.47
O  0.475  0.173  1.472  -0.69
Br  3.353  1.091  0.957  0.24
Br  2.567  -1.965  0.393  0.11
Br  2.585  -0.074  -2.145  0.17
H  -0.373  3.640  0.273  0.28
H  -1.326  2.164  0.647  0.26
H  0.070  2.404  1.560  0.28
H  -2.860  -2.267  0.295  0.25
H  -1.901  -2.561  -1.062  0.22
H  -1.199  -2.776  0.550  0.22
H  -1.342  -0.020  0.505  0.22
H  -2.241  -0.263  -0.876  0.24
H  -0.038  -0.567  -1.653  0.46
H  0.333  -1.544  -0.408  0.44
H  1.002  -0.597  1.801  0.50

Total charge: +1
Orbital gap, eV: 9.482
E_LUMO, eV: -4.09
Relative energy (zero: lowest compared OMol25 entry of this formula, charge and spin), kcal per mole: 0.00
Multiplicity: 1
HOMO, eV: -13.6


No. 2
# C57H98IN8O14P

9 unconnected molecules or ions with the total composition C57H98IN8O14P at a distorted geometry (wB97M-V/def2-TZVPD, the OMol25 dataset).

Each line ends with the Löwdin charge.
Element x y z (Å)
C  1.478  -4.663  0.503  -0.07
C  1.062  -3.260  1.218  -0.29
O  -0.191  -3.353  1.963  -0.26
P  -1.202  -2.004  1.570  0.69
O  -2.508  -2.106  2.366  -0.33
C  -0.254  -0.477  2.117  -0.20
C  -0.805  0.913  1.535  -0.16
C  0.282  1.820  0.805  -0.05
C  -0.018  2.504  -0.580  -0.10
C  -1.393  2.375  -1.372  -0.08
C  -1.959  4.003  -1.314  -0.19
C  -3.040  4.297  -0.054  0.01
O  -1.509  4.796  -0.111  -0.24
C  1.083  3.388  -1.277  0.00
C  2.478  3.673  -0.662  0.01
C  2.767  3.014  0.716  -0.04
C  1.682  2.121  1.423  0.00
C  2.154  1.538  2.851  -0.24
O  1.416  1.561  3.863  0.04
C  3.670  0.982  2.849  0.01
C  4.019  -0.361  3.520  -0.09
C  2.952  -1.314  4.216  -0.16
C  2.535  -0.874  5.706  -0.15
C  0.972  -1.171  6.016  -0.32
C  0.148  0.190  6.370  -0.09
C  0.755  -2.168  7.261  -0.19
C  1.171  -1.539  8.679  -0.19
C  0.740  -2.617  9.819  -0.09
C  1.650  -2.727  10.941  -0.31
C  1.075  -2.346  12.384  -0.09
C  3.150  -3.198  10.634  -0.09
C  5.516  -0.848  3.485  -0.06
C  6.570  0.051  2.796  -0.65
I  8.632  -0.605  2.765  0.74
C  6.239  1.420  2.096  -0.05
C  4.762  1.863  2.131  -0.03
C  4.202  3.209  1.433  -0.26
O  4.797  4.309  1.460  0.05
O  -1.592  -1.929  -0.083  -0.27
C  -1.828  -3.244  -0.661  -0.26
C  -0.749  -3.409  -1.874  -0.08
H  2.105  -5.293  1.226  0.08
H  0.533  -5.179  0.133  0.06
H  2.165  -4.381  -0.379  0.08
H  1.888  -2.966  1.950  0.10
H  0.959  -2.412  0.454  0.09
H  -0.348  -0.413  3.268  0.09
H  0.881  -0.605  1.927  0.09
H  -1.388  1.503  2.341  0.12
H  -1.606  0.639  0.745  0.10
H  -2.229  1.841  -0.818  0.10
H  -1.297  2.113  -2.474  0.10
H  -2.156  4.564  -2.353  0.15
H  -3.354  5.390  -0.043  0.11
H  -2.806  3.702  0.904  0.10
H  0.857  3.851  -2.307  0.11
H  3.261  4.306  -1.204  0.11
H  2.003  -1.439  3.565  0.08
H  3.447  -2.352  4.301  0.12
H  2.799  0.242  5.808  0.11
H  3.136  -1.532  6.438  0.11
H  0.487  -1.645  5.089  0.12
H  0.950  0.956  6.701  0.08
H  -0.354  0.640  5.436  0.06
H  -0.570  0.046  7.237  0.05
H  1.458  -3.073  7.088  0.12
H  -0.340  -2.515  7.337  0.12
H  2.300  -1.331  8.772  0.11
H  0.587  -0.585  8.957  0.12
H  -0.230  -3.213  9.755  0.10
H  0.068  -2.875  12.502  0.08
H  1.846  -2.633  13.173  0.07
H  0.844  -1.216  12.391  0.09
H  3.285  -3.117  9.493  0.07
H  3.887  -2.476  11.127  0.07
H  3.281  -4.286  10.953  0.08
H  5.766  -1.862  3.963  0.10
H  7.039  2.052  1.582  0.10
H  -1.754  -4.108  0.082  0.11
H  -2.863  -3.338  -1.158  0.13
H  0.206  -2.875  -1.509  0.06
H  -0.559  -4.501  -2.144  0.05
H  -1.166  -2.779  -2.737  0.08
C  1.113  -7.300  -2.308  -0.32
O  0.247  -6.447  -2.198  -0.02
N  1.115  -8.507  -1.679  -0.19
C  2.187  -9.465  -1.866  -0.05
C  0.013  -8.843  -0.798  -0.04
H  1.995  -7.150  -2.952  0.14
H  1.771  -10.390  -2.275  0.09
H  2.653  -9.671  -0.898  0.09
H  2.941  -9.074  -2.553  0.04
H  -0.921  -8.816  -1.366  0.09
H  -0.044  -8.102  0.003  0.09
H  0.154  -9.836  -0.370  0.09
C  -4.405  3.119  -4.199  -0.32
O  -3.313  2.815  -3.752  -0.01
N  -4.619  3.793  -5.362  -0.18
C  -5.951  4.119  -5.827  -0.05
C  -3.477  4.199  -6.163  -0.04
H  -5.338  2.860  -3.672  0.13
H  -6.110  3.655  -6.805  0.09
H  -6.040  5.204  -5.919  0.07
H  -6.708  3.755  -5.131  0.08
H  -2.907  3.313  -6.445  0.07
H  -2.837  4.853  -5.565  0.10
H  -3.804  4.725  -7.058  0.05
C  -1.648  5.937  5.138  -0.35
O  -2.667  6.278  4.564  0.00
N  -0.707  5.089  4.633  -0.19
C  0.484  4.728  5.377  -0.05
C  -0.903  4.529  3.310  -0.04
H  -1.401  6.304  6.147  0.13
H  1.365  5.032  4.807  0.09
H  0.499  3.645  5.522  0.08
H  0.500  5.220  6.351  0.08
H  -0.976  5.343  2.584  0.09
H  -1.839  3.964  3.298  0.07
H  -0.073  3.873  3.044  0.07
C  -3.473  0.023  6.433  -0.33
O  -2.637  0.449  7.208  -0.01
N  -4.020  0.726  5.401  -0.19
C  -5.012  0.149  4.516  -0.06
C  -3.595  2.096  5.181  -0.04
H  -3.864  -1.004  6.509  0.13
H  -4.629  0.166  3.492  0.09
H  -5.928  0.743  4.573  0.09
H  -5.234  -0.881  4.797  0.09
H  -2.516  2.112  5.002  0.07
H  -3.809  2.685  6.076  0.10
H  -4.116  2.526  4.325  0.09
C  5.223  -7.983  -2.741  -0.34
O  4.644  -8.775  -3.468  -0.02
N  5.807  -6.825  -3.148  -0.18
C  6.477  -5.932  -2.220  -0.06
C  5.758  -6.471  -4.554  -0.05
H  5.316  -8.155  -1.656  0.14
H  5.987  -4.956  -2.248  0.06
H  7.522  -5.827  -2.523  0.09
H  6.437  -6.325  -1.202  0.08
H  4.714  -6.392  -4.867  0.09
H  6.241  -7.259  -5.138  0.09
H  6.265  -5.522  -4.727  0.08
C  4.121  -3.379  -3.975  -0.31
O  5.220  -3.682  -3.541  -0.02
N  3.893  -2.693  -5.129  -0.20
C  2.554  -2.369  -5.581  -0.05
C  5.026  -2.272  -5.932  -0.04
H  3.194  -3.650  -3.445  0.14
H  2.390  -2.822  -6.561  0.09
H  2.458  -1.283  -5.659  0.09
H  1.805  -2.746  -4.883  0.08
H  5.600  -3.152  -6.230  0.09
H  5.668  -1.622  -5.332  0.10
H  4.688  -1.737  -6.819  0.09
C  -4.105  8.108  -7.072  -0.32
O  -3.929  7.004  -7.554  0.00
N  -5.296  8.771  -7.037  -0.20
C  -5.427  10.087  -6.444  -0.06
C  -6.469  8.140  -7.611  -0.04
H  -3.281  8.676  -6.611  0.14
H  -6.151  10.039  -5.627  0.09
H  -5.781  10.787  -7.206  0.09
H  -4.470  10.437  -6.054  0.09
H  -6.652  7.192  -7.099  0.08
H  -6.284  7.936  -8.669  0.09
H  -7.340  8.787  -7.508  0.09
C  -3.305  1.917  -9.065  -0.33
O  -2.449  2.338  -8.310  0.00
N  -3.885  2.631  -10.073  -0.20
C  -4.901  2.061  -10.934  -0.06
C  -3.472  4.006  -10.289  -0.03
H  -3.690  0.888  -8.988  0.13
H  -4.549  2.091  -11.968  0.09
H  -5.817  2.649  -10.842  0.09
H  -5.111  1.026  -10.657  0.08
H  -2.400  4.028  -10.501  0.10
H  -3.661  4.584  -9.382  0.08
H  -4.020  4.443  -11.124  0.09

Orbital gap, eV: 6.003
SMILES string: CCOP(=O)(CCc1c(C[C@H]2CO2)ccc2c1C(=O)c1c(CC[C@H](C)CCC=C(C)C)cc(I)cc1C2=O)OCC.CN(C)C=O.CN(C)C=O.CN(C)C=O.CN(C)C=O.CN(C)C=O.CN(C)C=O.CN(C)C=O.CN(C)C=O
E_LUMO, eV: -1.00
Relative energy (zero: lowest compared OMol25 entry of this formula, charge and spin), kcal per mole: 0.00
Multiplicity: 1
HOMO, eV: -7.0


No. 3
# CHF4N

2 unconnected molecules or ions with the total composition CHF4N at a distorted geometry (wB97M-V/def2-TZVPD, the OMol25 dataset).

Each line ends with the natural charge from an NBO analysis.
Element x y z (Å)
C  1.490  0.035  0.108  0.65
N  -1.709  0.211  -0.374  0.12
F  2.599  -0.337  -0.457  -0.31
F  1.869  0.519  1.239  -0.31
F  -1.863  -1.039  -0.901  -0.23
F  -1.688  0.062  0.982  -0.24
H  -0.697  0.549  -0.597  0.32

Orbital gap, eV: 10.012
E_LUMO, eV: -0.46
Relative energy (zero: lowest compared OMol25 entry of this formula, charge and spin), kcal per mole: 96.75
Multiplicity: 1
HOMO, eV: -10.5


No. 4
# C4H8N2O2

C4H8N2O2 in the gas phase at a distorted geometry (wB97M-V/def2-TZVPD, the OMol25 dataset).

Each line ends with the natural charge from an NBO analysis.
Element x y z (Å)
C  2.183  1.425  -0.441  -0.70
N  -2.294  -0.075  0.314  -0.33
C  -0.824  -0.537  0.798  0.40
C  1.361  0.201  -0.105  0.54
N  -0.487  -1.829  0.820  -0.80
C  0.009  0.458  0.354  -0.46
O  -2.499  -0.444  -1.035  -0.57
O  1.834  -0.930  -0.205  -0.62
H  -2.456  0.379  -1.535  0.47
H  -2.884  -0.712  0.844  0.33
H  0.437  -2.058  0.455  0.45
H  -1.181  -2.543  0.956  0.39
H  -0.338  1.476  0.349  0.22
H  1.700  1.984  -1.248  0.23
H  2.249  2.079  0.430  0.23
H  3.187  1.127  -0.751  0.23

Orbital gap, eV: 8.847
SMILES string: CC(=O)/C=C(\N)NO
E_LUMO, eV: 0.28
Relative energy (zero: lowest compared OMol25 entry of this formula, charge and spin), kcal per mole: 93.89
Multiplicity: 1
HOMO, eV: -8.6